No. 1
97
Properties=species:S:1:pos:R:3:lowdin_charge:R:1 method="wB97M-V/def2-TZVPD" homo_lumo_gap_ev=5.149 charge=-1 lumo_ev=1.361 homo_energy_ev=-3.8 e_above_lowest_kj_mol=12.2
Pt -0.317 -1.033 -1.004 1.09
C -5.097 2.449 -1.947 -0.04
C -5.147 1.208 -1.074 -0.42
C -4.827 -0.058 -1.843 -0.05
O -4.298 1.398 0.082 -0.18
P -2.824 1.003 0.529 0.54
O -2.347 -0.347 0.176 -0.30
C -1.701 2.387 0.159 -0.19
P -0.017 1.810 0.630 0.55
O 0.398 0.406 0.863 -0.33
O -0.183 2.428 2.167 -0.26
C 0.669 1.891 3.189 -0.46
C 0.952 2.997 4.196 -0.05
C 0.025 0.679 3.851 -0.04
O 1.221 2.661 0.105 -0.17
C 1.320 3.992 -0.412 -0.42
C 0.868 5.020 0.619 -0.04
C 0.594 4.164 -1.739 -0.03
O -3.050 1.080 2.113 -0.17
C -3.813 2.146 2.701 -0.46
C -5.118 1.575 3.236 -0.04
C -3.006 2.813 3.803 -0.04
H -5.765 2.336 -2.801 0.08
H -4.082 2.585 -2.316 0.05
H -5.406 3.327 -1.378 0.08
H -6.144 1.120 -0.625 0.13
H -3.821 -0.018 -2.263 0.05
H -5.541 -0.175 -2.659 0.09
H -4.891 -0.927 -1.186 0.08
H -1.941 3.244 0.789 0.08
H -1.798 2.632 -0.900 0.03
H 1.611 1.579 2.729 0.13
H 0.026 3.312 4.680 0.07
H 1.398 3.861 3.703 0.06
H 1.644 2.632 4.956 0.08
H -0.882 0.971 4.384 0.06
H 0.724 0.215 4.548 0.08
H -0.243 -0.046 3.088 0.07
H 2.395 4.104 -0.584 0.14
H -0.203 4.915 0.798 0.07
H 1.071 6.029 0.257 0.08
H 1.390 4.868 1.564 0.07
H -0.480 4.272 -1.590 0.07
H 0.762 3.301 -2.380 0.08
H 0.967 5.055 -2.245 0.09
H -4.048 2.885 1.930 0.13
H -4.905 0.816 3.990 0.08
H -5.678 1.114 2.424 0.07
H -5.717 2.369 3.684 0.08
H -2.914 2.143 4.659 0.08
H -3.507 3.728 4.121 0.08
H -2.009 3.050 3.438 0.06
C -1.671 -4.390 1.148 -0.05
C -1.590 -3.234 0.393 -0.09
N -0.416 -2.815 -0.104 -0.10
C 0.687 -3.529 0.139 -0.03
C 0.690 -4.753 0.840 -0.17
C -0.553 -5.157 1.362 -0.03
C 1.812 -5.656 0.943 -0.03
C 3.130 -5.573 0.615 -0.03
C 4.028 -4.465 0.429 -0.27
C 5.300 -4.673 -0.135 -0.01
C 6.153 -3.601 -0.227 -0.14
N 5.852 -2.394 0.255 0.09
C 4.636 -2.289 0.780 -0.20
N 3.721 -3.234 0.871 0.14
H -2.630 -4.692 1.547 0.11
H -2.456 -2.623 0.187 0.10
H 1.615 -3.138 -0.228 0.10
H -0.615 -6.081 1.925 0.11
H 1.514 -6.650 1.263 0.10
H 3.625 -6.535 0.530 0.10
H 5.579 -5.655 -0.494 0.10
H 7.136 -3.683 -0.679 0.10
H 4.363 -1.322 1.187 0.11
C 4.837 -0.041 -2.977 -0.11
C 3.989 0.484 -1.985 -0.09
C 2.758 -0.063 -1.758 -0.04
C 2.293 -1.163 -2.521 -0.16
C 1.010 -1.750 -2.334 -0.25
C 0.634 -2.826 -3.103 -0.12
C 1.504 -3.366 -4.073 -0.09
C 2.742 -2.822 -4.267 -0.07
C 3.163 -1.707 -3.511 -0.17
C 4.436 -1.121 -3.711 -0.06
H 5.812 0.402 -3.144 0.09
H 4.336 1.318 -1.386 0.09
H 2.110 0.345 -0.997 0.07
H -0.340 -3.280 -2.967 0.09
H 1.191 -4.218 -4.666 0.09
H 3.420 -3.232 -5.008 0.10
H 5.089 -1.548 -4.465 0.10
O -1.826 -0.464 -2.934 -0.52
Se -1.053 0.962 -3.032 0.71
O -2.091 2.200 -2.955 -0.49
O -0.104 0.993 -1.635 -0.62
O -0.135 1.069 -4.332 -0.45


No. 2
35
Properties=species:S:1:pos:R:3:lowdin_charge:R:1 method="wB97M-V/def2-TZVPD" homo_lumo_gap_ev="3.366 / 3.343" charge=+2 lumo_ev="-10.043 / -10.048" homo_energy_ev="-13.4 / -13.4"
Cl -3.280 -3.328 -2.550 -0.34
C 1.743 -0.380 -2.343 -0.22
C 1.569 1.027 -2.209 -0.21
C 0.369 1.378 -2.869 -0.11
H 2.240 1.704 -1.709 0.13
C -0.202 0.204 -3.430 -0.34
C 0.648 -0.881 -3.083 -0.10
H 0.489 -1.910 -3.358 0.16
H 2.569 -0.955 -1.962 0.12
H -0.042 2.370 -2.951 0.15
C -1.443 0.129 -4.244 0.00
Pb -0.164 -0.021 -1.037 1.14
C -1.314 1.269 -0.075 -0.07
O -1.964 2.066 0.460 0.29
C -0.934 -1.702 -0.336 -0.17
O -1.359 -2.712 0.046 0.20
H -2.146 0.912 -3.972 0.10
H -1.940 -0.832 -4.129 0.07
H -1.212 0.251 -5.304 0.12
C 0.917 2.518 2.263 0.01
N 0.486 1.200 2.725 -0.11
C -0.292 0.956 3.798 0.01
C -0.442 -0.409 3.927 0.01
N 0.239 -1.008 2.931 -0.09
C 0.350 -2.453 2.742 0.01
C 0.786 -0.010 2.200 -0.74
Se 1.799 -0.258 0.791 1.02
H 0.498 3.316 2.914 0.13
H 0.578 2.696 1.223 0.08
H 2.025 2.581 2.295 0.12
H -0.708 1.712 4.452 0.16
H -0.999 -0.928 4.697 0.16
H 0.828 -2.908 3.635 0.13
H -0.659 -2.892 2.610 0.11
H 0.968 -2.702 1.854 0.08


No. 3
27
Properties=species:S:1:pos:R:3:lowdin_charge:R:1 method="wB97M-V/def2-TZVPD" homo_lumo_gap_ev=3.953 charge=-3 lumo_ev=5.971 homo_energy_ev=2.0 e_above_lowest_kj_mol=271.9
Zn -7.216 -18.473 -13.136 0.59
N -10.252 -20.385 -12.606 0.22
H -10.622 -21.274 -12.291 0.12
H -10.670 -19.500 -12.382 0.09
H -10.243 -20.467 -13.676 0.03
H -9.227 -20.381 -12.372 0.04
S -9.355 -19.581 -15.636 0.26
O -8.369 -20.035 -16.622 -0.38
O -8.675 -19.025 -14.428 -0.41
O -10.266 -18.585 -16.208 -0.42
O -10.194 -20.755 -15.202 -0.45
S -6.718 -15.909 -15.064 0.20
O -6.425 -17.180 -14.328 -0.42
O -7.822 -15.261 -14.345 -0.46
O -5.466 -15.115 -15.048 -0.48
O -7.119 -16.169 -16.453 -0.41
S -6.655 -21.053 -12.729 0.27
O -7.363 -22.058 -13.519 -0.37
O -6.030 -20.005 -13.605 -0.37
O -7.657 -20.170 -12.042 -0.46
O -5.759 -21.704 -11.782 -0.41
O -6.038 -17.910 -11.314 -0.02
H -6.074 -17.338 -10.541 0.06
H -5.232 -18.433 -11.216 0.07
O -8.898 -17.448 -12.233 -0.02
H -9.833 -17.473 -12.026 0.06
H -8.538 -16.755 -11.664 0.07


no.,F_max (eV/A),molar mass (g/mol)
1,2.0,992.7
2,12.2,552.9
3,2.9,407.6